Entry 1:
Below is a molecular structure, CH5S2, with properties calculated with ωB97M-V with the def2-TZVPD basis set.

Last column: natural (NBO) charge in e.
Geometry (Å):
S1 -0.66 -2.38 0.23  -0.588
S2 0.84 0.18 -1.28  -0.517
C1 0.47 1.20 0.18  -0.734
H1 -0.45 1.77 0.13  0.175
H2 0.41 0.57 1.07  0.192
H3 1.28 1.91 0.35  0.181
H4 -1.88 -2.02 -0.20  0.111
H5 -0.01 -1.23 -0.51  0.181

HOMO energy = -2.92 eV
LUMO = 3.88 eV
Total charge = -1
Energy relative to the best compared isomer or geometry (same formula, charge and spin) = 0.144 eV
HOMO-LUMO gap = 6.80 eV

***

Entry 2:
Below is a molecular structure, C20H24Cl24GaN2O2, with properties calculated with ωB97M-V with the def2-TZVPD basis set.

Last column: Löwdin charge in e.
Geometry (Å):
Ga1 -0.50 0.99 1.84  0.414
Cl1 -9.22 4.53 1.50  0.513
Cl2 4.81 -1.62 -4.99  0.474
Cl3 5.05 4.19 3.00  0.553
Cl4 -4.87 -4.93 -2.01  0.511
Cl5 -6.63 -5.68 0.18  0.509
Cl6 3.65 -4.16 0.52  0.505
Cl7 -6.84 1.21 -3.83  0.506
Cl8 -5.78 3.90 -4.06  0.508
Cl9 -8.55 3.96 -1.27  0.510
Cl10 8.30 -1.55 1.96  0.517
Cl11 3.06 -3.22 -2.16  0.501
Cl12 7.88 4.80 3.07  0.503
Cl13 6.05 -2.58 -10.53  0.515
Cl14 -4.94 2.19 -1.87  0.591
Cl15 3.50 0.33 -3.27  0.540
Cl16 6.38 -2.79 0.17  0.512
Cl17 1.25 -2.62 0.03  0.592
Cl18 -4.87 -3.39 0.47  0.638
Cl19 -7.08 2.64 0.87  0.688
Cl20 3.59 0.79 -6.12  0.510
Cl21 7.01 2.04 2.82  0.526
Cl22 5.61 0.22 -9.88  0.520
Cl23 7.19 -0.04 -0.27  0.548
Cl24 4.75 -1.84 -8.04  0.493
O1 -0.89 -0.88 2.17  -0.135
O2 -3.52 3.45 1.90  0.047
N1 1.35 1.42 2.10  -0.120
N2 -0.52 -1.64 4.43  0.098
C1 -5.51 -1.14 2.09  -0.193
C2 2.37 -3.80 -0.64  -1.521
C3 3.66 0.54 2.49  -0.244
C4 7.70 -1.63 0.30  -1.513
C5 3.49 -0.44 -4.85  -1.543
C6 -3.95 1.17 2.22  -0.144
C7 4.98 -1.42 -9.73  -1.545
C8 6.64 3.62 3.50  -1.546
C9 -5.06 -4.99 -0.25  -1.532
C10 -0.75 -1.26 3.36  -0.578
C11 4.13 -0.27 1.25  -0.138
C12 2.15 0.33 2.68  -0.357
C13 -5.44 2.24 -3.56  -1.541
C14 -5.00 1.10 1.32  -0.178
C15 -8.65 3.30 0.37  -1.493
C16 -5.77 -0.05 1.29  -0.129
C17 -1.71 2.27 2.88  -0.166
C18 -3.71 0.09 3.06  -0.038
C19 -4.46 -1.07 3.00  -0.070
C20 -3.06 2.39 2.31  -0.465
H1 -1.25 3.25 2.79  0.063
H2 4.60 -1.20 1.56  0.023
H3 1.87 -0.63 2.23  0.061
H4 -4.62 1.87 -4.16  0.009
H5 8.51 -1.97 -0.34  0.008
H6 -6.61 -0.10 0.60  0.090
H7 3.90 1.59 2.39  0.046
H8 -4.29 -5.64 0.15  0.010
H9 -2.91 0.15 3.78  0.097
H10 4.82 0.33 0.66  0.002
H11 1.82 -4.71 -0.84  0.010
H12 2.56 -0.97 -4.96  0.015
H13 3.27 -0.55 0.65  0.039
H14 4.15 0.07 3.35  0.093
H15 1.93 0.27 3.75  0.097
H16 -4.20 -1.89 3.66  0.108
H17 -1.75 2.05 3.95  0.071
H18 4.02 -1.46 -10.23  0.010
H19 -0.81 1.22 0.27  -0.033
H20 -6.09 -2.05 2.07  0.044
H21 -5.21 1.96 0.68  -0.054
H22 6.63 3.53 4.58  0.010
H23 -9.37 2.49 0.36  0.012
H24 1.78 1.66 1.21  0.018

HOMO energy = -5.08 eV
LUMO = 1.67 eV
Total charge = -1
HOMO-LUMO gap = 6.76 eV

***

Entry 3:
Below is a molecular structure, C25H50Cl34NO4PS4, with properties calculated with ωB97M-V with the def2-TZVPD basis set.

Last column: Löwdin charge in e.
Geometry (Å):
Cl1 -0.13 -6.24 1.40  0.511
Cl2 -6.49 -0.38 -5.78  0.499
Cl3 0.58 5.97 -7.05  0.506
Cl4 1.80 -12.06 2.05  0.507
Cl5 -1.89 7.26 -0.25  0.558
Cl6 -1.99 10.00 -1.31  0.506
Cl7 0.24 -1.17 -2.23  0.528
Cl8 2.71 -0.22 -0.93  0.575
Cl9 -2.61 -1.41 6.37  0.529
Cl10 -2.27 5.46 -6.59  0.539
Cl11 2.95 -5.21 3.38  0.556
Cl12 0.72 -9.04 4.92  0.529
Cl13 2.54 -8.61 0.48  0.491
Cl14 3.49 5.04 -2.22  0.575
Cl15 -3.75 3.64 -4.05  0.510
Cl16 4.84 7.40 0.64  0.515
Cl17 -1.27 3.91 -2.47  0.712
Cl18 1.01 -11.88 -1.70  0.487
Cl19 -6.30 5.88 2.38  0.515
Cl20 -6.81 -0.22 0.24  0.518
Cl21 -4.35 3.67 2.38  0.522
Cl22 -2.08 -9.69 4.31  0.519
Cl23 -1.83 -5.72 3.74  0.536
Cl24 4.28 -13.30 1.09  0.510
Cl25 -7.92 1.68 -4.26  0.487
Cl26 6.91 4.84 -6.41  0.519
Cl27 -7.51 2.46 -0.72  0.516
Cl28 -0.19 -2.87 5.58  0.522
Cl29 7.78 4.57 -3.63  0.546
Cl30 4.35 5.64 2.90  0.585
Cl31 4.06 6.78 -4.51  0.501
Cl32 1.37 -7.93 -2.13  0.523
Cl33 3.97 -2.99 1.75  0.518
Cl34 -1.21 -12.31 -3.57  0.508
S1 -0.74 4.24 3.29  0.689
S2 -4.04 0.41 -1.80  0.183
S3 1.78 2.72 3.56  0.930
S4 -2.61 -0.68 1.19  0.873
P1 -3.44 1.52 -0.33  0.264
O1 -1.16 -0.97 1.71  -0.338
O2 1.02 2.98 -0.76  -0.158
O3 -3.45 -0.35 2.32  -0.394
O4 -2.25 0.84 0.53  -0.597
N1 1.38 4.55 1.67  -0.139
C1 0.44 4.90 0.56  -0.178
C2 -6.35 1.04 -4.74  -1.045
C3 -1.25 8.91 -0.14  -1.012
C4 3.25 -4.60 1.75  -1.023
C5 2.12 2.70 0.10  -0.253
C6 2.65 -13.57 1.72  -1.017
C7 -0.41 1.10 2.90  -0.266
C8 2.00 -1.32 -2.13  -1.005
C9 8.24 5.04 -5.28  -0.998
C10 0.56 1.50 4.02  -0.487
C11 -0.06 3.63 -0.08  -0.281
C12 -2.01 3.29 -3.96  -0.944
C13 5.55 6.62 2.06  -0.991
C14 -1.07 6.23 -7.63  -1.010
C15 -6.06 4.13 2.29  -1.016
C16 0.78 3.91 2.73  -1.051
C17 2.82 -7.91 -1.12  -1.010
C18 -8.12 0.89 -0.14  -0.987
C19 -0.08 -11.14 -2.89  -1.058
C20 2.53 3.86 1.02  -0.255
C21 -0.18 -5.95 3.15  -1.059
C22 4.71 6.00 -3.06  -1.035
C23 -1.87 -2.99 6.15  -1.016
C24 -0.64 -0.40 2.93  -0.226
C25 -0.39 -9.95 3.88  -1.039
H1 -6.47 3.77 1.35  -0.042
H2 -8.72 0.45 -0.93  0.022
H3 0.32 -0.90 3.07  0.116
H4 -0.81 3.87 -0.84  -0.106
H5 -5.82 1.81 -5.29  -0.004
H6 2.23 -2.34 -1.82  0.016
H7 -1.52 3.76 -4.80  -0.039
H8 9.06 4.41 -5.59  0.024
H9 5.52 5.35 -3.36  -0.076
H10 -1.27 -0.68 3.79  0.082
H11 1.05 5.39 -0.21  0.122
H12 3.12 -6.87 -0.99  0.013
H13 -0.16 -11.00 3.97  -0.007
H14 -2.89 2.69 -0.84  -0.046
H15 -2.43 -3.54 5.40  -0.019
H16 3.26 3.49 1.74  0.038
H17 8.54 6.08 -5.26  0.028
H18 -1.45 9.28 0.86  0.027
H19 0.25 -6.81 3.64  -0.048
H20 2.43 -1.10 -3.09  0.026
H21 -0.34 5.61 0.84  0.033
H22 -0.54 2.96 0.66  0.100
H23 -1.27 7.29 -7.65  0.025
H24 -0.64 -10.36 -2.39  0.011
H25 -0.25 -9.61 2.85  0.015
H26 5.06 6.77 -2.39  0.001
H27 5.91 7.39 2.73  0.026
H28 1.20 0.65 4.29  0.074
H29 0.39 -5.06 3.37  -0.050
H30 3.05 4.60 0.41  0.052
H31 2.08 -14.13 0.98  0.023
H32 3.60 -8.48 -1.61  0.029
H33 -8.72 1.07 0.75  0.026
H34 2.73 -14.13 2.65  0.026
H35 0.07 1.33 1.94  0.091
H36 0.52 -10.73 -3.70  0.016
H37 -0.18 8.87 -0.33  0.026
H38 -6.58 3.67 3.13  0.028
H39 -1.88 2.21 -3.98  0.030
H40 0.00 1.81 4.91  0.080
H41 -1.16 5.80 -8.63  0.024
H42 -4.45 1.88 0.53  -0.081
H43 2.98 2.51 -0.56  0.086
H44 6.35 5.98 1.74  0.027
H45 1.94 1.77 0.68  0.070
H46 -1.87 -3.52 7.10  0.028
H47 -1.34 1.68 2.97  0.069
H48 3.93 -5.28 1.25  0.018
H49 2.30 -4.55 1.23  -0.002
H50 -5.80 0.77 -3.84  -0.059

HOMO energy = -8.14 eV
LUMO = 0.08 eV
Total charge = 0
HOMO-LUMO gap = 8.22 eV

***

Entry 4:
Below is 2 unconnected molecules or ions with the total composition CH5N2O2, with properties calculated with ωB97M-V with the def2-TZVPD basis set.

Last column: natural (NBO) charge in e.
Geometry (Å):
O1 -0.67 0.21 1.29  -0.298
O2 1.08 1.69 -1.01  -1.022
N1 -1.31 0.55 0.07  -0.818
N2 0.14 -0.93 1.44  -0.117
C1 0.26 -1.74 0.45  -0.306
H1 -0.03 -1.53 -0.61  0.192
H2 0.82 -2.56 0.74  0.157
H3 0.95 1.55 -1.93  0.437
H4 0.27 1.21 -0.64  0.486
H5 -1.51 1.54 0.21  0.288

HOMO energy (alpha / beta) = -1.93 / -1.92 eV
LUMO (alpha / beta) = 4.59 / 4.59 eV
Total charge = -1
Energy relative to the best compared isomer or geometry (same formula, charge and spin) = 6.159 eV
HOMO-LUMO gap (alpha / beta) = 6.52 / 6.51 eV

***

Entry 5:
Below is 2 unconnected molecules or ions with the total composition C3H5IOS, with properties calculated with ωB97M-V with the def2-TZVPD basis set.

Last column: Mulliken spin population.
Geometry (Å):
I1 0.87 0.00 -2.74  0.549
S1 -1.60 -1.13 -0.45  0.128
O1 0.00 2.74 -1.62  0.116
C1 -0.74 -0.03 0.66  0.784
C2 0.25 1.63 -1.39  0.349
C3 0.65 -0.34 1.08  -0.006
H1 1.11 -1.12 0.47  -0.004
H2 0.53 -0.70 2.08  0.043
H3 -1.42 0.64 1.25  0.008
H4 -0.89 -2.29 -0.27  0.022
H5 1.22 0.58 0.92  0.010

HOMO energy (alpha / beta) = -7.22 / -9.19 eV
LUMO (alpha / beta) = 0.60 / -1.83 eV
Total charge = 0
Energy relative to the best compared isomer or geometry (same formula, charge and spin) = 0.000 eV
Multiplicity = 3
HOMO-LUMO gap (alpha / beta) = 7.82 / 7.37 eV

***

Q: Which formula does entry 2 have?
A: C20H24Cl24GaN2O2

***

Q: total charge of number 3 (C25H50Cl34NO4PS4)?
A: 0